The following is a DFT calculation (ωB97M-V with the def2-TZVPD basis set) of a structure of composition C13H34BaF3Hg2N2O17S3 in a non-equilibrium geometry.

```
! wB97M-V def2-TZVPD RIJCOSX def2/J DEFGRID3
* xyz 1 1
Ba 4.42987 12.09428 7.85223
Hg 7.66938 14.04594 6.22539
Hg 5.27082 17.50986 8.93391
S 5.12528 15.48281 6.05248
O 4.94368 16.32073 7.21758
O 6.38351 15.74350 5.30685
O 5.36130 14.13459 6.55935
O 3.99202 15.51136 5.12838
S 8.24301 11.56921 7.70691
O 8.47925 11.54468 9.14305
O 9.10952 12.63785 7.15746
O 8.40829 10.33238 6.99556
O 6.87160 12.06109 7.43112
C 0.83551 15.96126 8.56304
F 0.27094 16.87255 9.35075
F -0.01824 14.99138 8.33021
F 1.13252 16.58768 7.42392
S 2.43147 15.38098 9.44960
O 3.42701 16.44195 9.36008
O 1.97302 15.09269 10.78202
O 2.93563 14.17485 8.79310
C 7.58416 18.30954 3.20093
C 6.07701 18.27856 3.03413
O 5.68797 17.01451 2.54686
O 8.13835 17.50698 4.28462
H 8.00697 19.29141 3.42726
H 8.11135 17.98086 2.30254
H 5.81766 19.01479 2.26737
H 5.45257 18.62996 3.86291
H 5.58450 16.47894 3.33037
H 7.50649 16.78588 4.46891
C 1.97658 16.10981 2.31422
C 1.14305 16.75007 3.42219
O 1.83121 16.96601 4.67737
O 2.67402 14.90950 2.60898
H 2.67399 16.76585 1.78982
H 1.18091 15.96195 1.57672
H 0.18346 16.27866 3.64565
H 0.83494 17.72383 3.02941
H 2.67466 16.48910 4.72619
H 3.29362 15.06442 3.32243
C 0.89036 13.44940 5.06428
C 1.59212 12.43844 5.93288
C 1.16113 10.99574 5.64511
O -0.08424 10.71412 6.24913
C -1.04194 10.03562 5.44418
N 3.03547 12.56390 5.64972
H 0.94888 13.25858 3.99420
H 1.20431 14.47697 5.25939
H -0.15444 13.48952 5.39065
H 1.46426 12.67627 6.99398
H 1.88340 10.19577 5.83339
H 0.92786 11.00602 4.57453
H -1.44309 10.71779 4.69351
H -1.83129 9.71907 6.12388
H -0.64883 9.11123 5.01540
H 3.25553 13.55094 5.69753
H 3.28603 12.19332 4.73782
C 6.96191 13.66806 2.36548
C 6.08180 12.86423 3.32749
C 5.40592 11.63286 2.62879
O 4.34804 11.16829 3.44682
C 3.37730 10.45731 2.71336
N 6.93404 12.52235 4.49257
H 6.36582 14.23079 1.64529
H 7.51783 12.93454 1.77752
H 7.56787 14.42259 2.86481
H 5.28135 13.52571 3.66629
H 6.05623 10.75228 2.64662
H 5.08809 11.94307 1.63331
H 2.80101 11.04800 1.99816
H 2.60915 10.00853 3.34324
H 3.84758 9.57874 2.26281
H 7.70730 11.98717 4.09589
H 6.39132 11.75316 4.88743
*
```

Kohn-Sham gap: 2.235 eV
LUMO: -9.03 eV

The following is a DFT calculation (ωB97M-V with the def2-TZVPD basis set) of a structure of composition C13H34ClN3O6Ti in a non-equilibrium geometry.

```
! wB97M-V def2-TZVPD RIJCOSX def2/J DEFGRID3
* xyz -1 4
Ti -7.25700 3.02105 9.87080
Cl -5.98359 5.20145 10.73175
O -11.50155 3.77636 11.13172
C -10.47020 4.61739 10.76417
O -9.35317 4.06457 10.52213
O -10.72562 5.82553 10.67543
H -11.04427 2.91916 11.12556
C -9.67086 0.68333 11.44086
C -10.75574 0.14767 10.51189
C -10.37381 -1.12080 9.78885
O -9.77062 -0.83284 8.54235
C -9.99278 -1.79976 7.56172
N -11.94604 -0.16340 11.37172
H -10.00676 1.56556 11.97786
H -8.74992 0.86993 10.86893
H -9.47304 -0.07253 12.20819
H -11.10134 0.85197 9.74793
H -11.23606 -1.77851 9.62921
H -9.68982 -1.69853 10.42797
H -11.03984 -2.11220 7.49752
H -9.44104 -2.73406 7.78865
H -9.51451 -1.47894 6.63787
H -12.78917 0.06740 10.84269
H -12.01745 0.54132 12.10362
C -6.09636 0.48209 7.22118
C -5.79508 1.97985 7.28205
C -7.02721 2.76840 6.85779
O -8.08179 2.41904 7.75738
C -9.39197 2.79351 7.32407
N -5.36329 2.32431 8.64657
H -5.30498 -0.14428 7.65088
H -6.15793 0.21627 6.16040
H -6.96689 0.12326 7.76945
H -4.97027 2.22658 6.60095
H -7.25609 2.48449 5.82741
H -6.85672 3.84306 6.96367
H -9.55421 2.39831 6.31645
H -9.41211 3.88898 7.30698
H -10.14677 2.43517 8.01373
H -4.95310 3.24677 8.79558
H -4.69886 1.59860 8.88699
C -4.49318 1.22288 12.28781
C -5.99338 0.97032 12.33413
C -6.42516 0.21711 13.58687
O -5.77513 -1.00535 13.78945
C -6.14397 -2.01161 12.85520
N -6.70693 2.23662 12.09207
H -4.27057 1.58559 11.28186
H -3.93178 0.28466 12.34743
H -4.14357 1.86543 13.09353
H -6.30120 0.33186 11.48982
H -7.52513 0.19793 13.64579
H -6.14259 0.81899 14.46755
H -5.65300 -1.80980 11.90021
H -7.21362 -2.08388 12.63434
H -5.82405 -2.95847 13.28272
H -7.45196 2.48785 12.73934
H -6.01808 2.97673 12.24812
*
```

⟨S²⟩: 3.753
Kohn-Sham gap (alpha / beta): 3.132 / 7.561 eV
LUMO (alpha / beta): 2.54 / 2.35 eV

The following is a DFT calculation (ωB97M-V with the def2-TZVPD basis set) of a structure of composition C13H34FINO7PSi2 in a non-equilibrium geometry.

```
! wB97M-V def2-TZVPD RIJCOSX def2/J DEFGRID3
* xyz 0 1
C 2.46819 1.61390 3.17974
C 2.02073 0.38322 2.37926
Si 0.32090 0.57929 1.60261
O -0.81659 1.18932 2.65732
Si -0.98644 2.85673 2.71844
P -3.12162 3.50247 2.96963
O -4.01917 2.69333 1.81519
I -2.95756 5.84049 2.20831
C -0.19133 -1.20089 1.06451
O 0.56772 -2.06638 1.20155
N -1.52845 -1.49410 0.52674
C -1.85249 -2.83062 0.79600
O -1.79884 -3.69937 0.07794
F -2.25321 -2.98520 2.02128
H 2.51898 2.47229 2.52414
H 1.75111 1.77153 3.97335
H 3.41138 1.41117 3.67088
H 2.67996 0.15736 1.54653
H 1.95903 -0.51791 2.98043
H 0.42659 1.34752 0.34425
H -0.34564 3.56325 1.59287
H -0.31201 3.32491 3.94799
H -4.71684 3.31485 1.56662
H -1.56521 -1.40687 -0.48518
C -1.85067 -3.04406 -4.52960
C -2.91653 -2.76909 -3.47997
C -4.22913 -3.45187 -3.82985
O -3.11945 -1.35905 -3.35288
H -2.16163 -2.65698 -5.50413
H -0.91740 -2.54378 -4.26768
H -1.65726 -4.11317 -4.62675
H -2.57041 -3.12112 -2.50698
H -4.61516 -3.07773 -4.78243
H -4.98358 -3.24070 -3.07139
H -4.10490 -4.53285 -3.90640
H -3.42665 -1.02650 -4.20375
C 2.37602 -5.03890 1.96833
C 3.78692 -4.65382 1.55468
C 4.12132 -5.18350 0.16835
O 4.72925 -5.15602 2.50390
H 2.26854 -6.12690 2.00936
H 2.15195 -4.65664 2.96481
H 1.63786 -4.64286 1.27001
H 3.88634 -3.56760 1.56461
H 4.07083 -6.27581 0.15192
H 5.13728 -4.90348 -0.11352
H 3.43079 -4.79365 -0.58125
H 4.65584 -6.11702 2.50973
C -0.13249 5.34419 -1.99496
C -0.17419 6.32679 -0.83462
C 0.54191 7.62424 -1.17762
O 0.42672 5.73554 0.31846
H 0.90079 5.08295 -2.24085
H -0.64451 4.41817 -1.72944
H -0.60565 5.76123 -2.88528
H -1.21131 6.53908 -0.57303
H 1.59643 7.43524 -1.39749
H 0.50778 8.31384 -0.33340
H 0.08915 8.11010 -2.04334
H 1.34601 5.54142 0.10199
*
```

Kohn-Sham gap: 8.225 eV
LUMO: -0.24 eV